No. 1
Computed, not measured: a single C4H5NOS molecule in a non-equilibrium geometry, with the ωB97M-V functional and the def2-TZVPD basis.

Each atom is followed by the atoms it is bonded to, with distances in Å.
Element x y z (Å)
1 S -0.30 1.28 1.16  N3 1.687, H8 1.305
2 O 0.68 -1.35 -1.34  C4 1.181
3 N 0.21 -0.21 0.54  S1 1.687, C4 1.400, C7 1.496
4 C 0.37 -0.32 -0.84  O2 1.181, N3 1.400, C5 1.496
5 C 0.21 1.02 -1.48  C4 1.496, C6 1.174
6 C -0.05 1.95 -2.15  C5 1.174, H9 1.143
7 C 0.17 -1.46 1.37  N3 1.496, H10 1.062, H11 1.133, H12 1.175
8 H -1.60 1.31 1.01  S1 1.305
9 H -0.08 2.94 -2.73  C6 1.143
10 H 0.77 -1.28 2.22  C7 1.062
11 H 0.60 -2.23 0.66  C7 1.133
12 H -0.97 -1.66 1.59  C7 1.175

Results
total charge	0
ΔE to the lowest compared entry with this formula, charge and spin	300.1	kJ/mol
E_HOMO	-0.34405	Ha
E_tot	-683.49360	hartree
largest force on an atom	0.1078	Eh/bohr
LUMO level	0.6	eV

No. 2
Computed, not measured: a single C4H5NOS molecule in a non-equilibrium geometry, with the ωB97M-V functional and the def2-TZVPD basis.

Each atom is followed by the atoms it is bonded to, with distances in Å.
Element x y z (Å)
1 S 0.55 -0.83 -1.07  N3 1.545, C5 1.840, C7 1.802
2 O 1.59 -1.71 1.26  C5 1.195
3 N 1.58 0.28 -0.76  S1 1.545, H10 1.082
4 C -0.30 0.36 1.39  C5 1.843, C6 1.312, H9 1.082
5 C 0.78 -0.99 0.75  S1 1.840, O2 1.195, C4 1.843
6 C -1.08 0.67 0.38  C4 1.312, C7 1.507, H12 1.017
7 C -1.05 -0.01 -0.96  S1 1.802, C6 1.507, H8 1.082, H11 1.067
8 H -1.78 -0.79 -1.13  C7 1.082
9 H -0.15 0.65 2.42  C4 1.082
10 H 2.64 0.13 -0.89  N3 1.082
11 H -1.11 0.75 -1.71  C7 1.067
12 H -1.69 1.49 0.31  C6 1.017

Results
total charge	0
ΔE to the lowest compared entry with this formula, charge and spin	451.2	kJ/mol
E_HOMO	-0.29798	Ha
E_tot	-683.43606	hartree
largest force on an atom	0.0887	Eh/bohr
LUMO level	0.6	eV

No. 3
Computed, not measured: a single C4H5NOS molecule in a non-equilibrium geometry, with the ωB97M-V functional and the def2-TZVPD basis.

Each atom is followed by the atoms it is bonded to, with distances in Å.
Element x y z (Å)
1 S -0.47 1.47 0.86  N3 1.549, C4 1.833, C6 2.036
2 O 2.19 2.46 0.32  C6 1.185
3 N 0.01 0.59 2.04  S1 1.549, H11 1.055
4 C -0.82 0.11 -0.31  S1 1.833, C5 1.450, H9 1.122, H10 1.146
5 C 0.47 -0.51 -0.53  C4 1.450, C7 1.319, H8 1.069
6 C 1.38 1.64 0.05  S1 2.036, O2 1.185, C7 1.534
7 C 1.58 0.20 -0.46  C5 1.319, C6 1.534, H12 1.121
8 H 0.63 -1.55 -0.68  C5 1.069
9 H -1.09 0.66 -1.26  C4 1.122
10 H -1.67 -0.59 0.02  C4 1.146
11 H 0.25 1.26 2.83  N3 1.055
12 H 2.62 -0.18 -0.57  C7 1.121

Results
total charge	0
ΔE to the lowest compared entry with this formula, charge and spin	324.0	kJ/mol
E_HOMO	-0.29067	Ha
E_tot	-683.48451	hartree
largest force on an atom	0.0546	Eh/bohr
LUMO level	0.0	eV

No. 4
Computed, not measured: a single C4H5NOS molecule in a non-equilibrium geometry, with the ωB97M-V functional and the def2-TZVPD basis.

Each atom is followed by the atoms it is bonded to, with distances in Å.
Element x y z (Å)
1 S 0.78 1.76 -1.31  C7 1.721, H12 1.338
2 O -1.72 0.66 1.31  C4 1.184
3 N 1.22 -0.42 0.26  C6 1.271, C7 1.536
4 C -0.64 1.05 1.01  O2 1.184, C7 1.548, H10 1.076
5 C -0.72 -1.03 -0.59  C6 1.471, C7 1.871, H9 1.096, H11 1.051
6 C 0.56 -1.47 0.00  N3 1.271, C5 1.471, H8 1.089
7 C 0.16 0.58 -0.22  S1 1.721, N3 1.536, C4 1.548, C5 1.871
8 H 0.85 -2.45 0.39  C6 1.089
9 H -0.72 -1.05 -1.68  C5 1.096
10 H -0.12 1.78 1.60  C4 1.076
11 H -1.62 -1.01 -0.04  C5 1.051
12 H 1.97 1.61 -0.73  S1 1.338

Results
total charge	0
ΔE to the lowest compared entry with this formula, charge and spin	316.1	kJ/mol
E_HOMO	-0.33476	Ha
E_tot	-683.48753	hartree
largest force on an atom	0.1090	Eh/bohr
LUMO level	0.5	eV

No. 5
Computed, not measured: a single C4H5NOS molecule in a non-equilibrium geometry, with the ωB97M-V functional and the def2-TZVPD basis.

Each atom is followed by the atoms it is bonded to, with distances in Å.
Element x y z (Å)
1 S -1.05 -0.52 1.62  N3 1.764, C5 1.811
2 O 1.91 1.50 0.34  C6 1.217
3 N 0.51 0.29 1.75  S1 1.764, C6 1.428, H11 1.036
4 C 0.43 -0.34 -0.44  C5 1.511, C6 1.491, C7 1.542, H12 1.102
5 C -1.05 -0.18 -0.16  S1 1.811, C4 1.511, C7 1.515, H10 1.102
6 C 1.09 0.62 0.49  O2 1.217, N3 1.428, C4 1.491
7 C -0.61 -0.58 -1.55  C4 1.542, C5 1.515, H8 1.093, H9 1.089
8 H -0.72 0.22 -2.29  C7 1.093
9 H -0.67 -1.59 -1.94  C7 1.089
10 H -1.24 0.90 -0.23  C5 1.102
11 H 0.58 1.00 2.51  N3 1.036
12 H 0.82 -1.32 -0.10  C4 1.102

Results
total charge	0
ΔE to the lowest compared entry with this formula, charge and spin	320.5	kJ/mol
E_HOMO	-0.31891	Ha
E_tot	-683.48584	hartree
largest force on an atom	0.0361	Eh/bohr
LUMO level	0.6	eV

No. 6
Computed, not measured: a single C4H5NOS molecule in a non-equilibrium geometry, with the ωB97M-V functional and the def2-TZVPD basis.

Each atom is followed by the atoms it is bonded to, with distances in Å.
Element x y z (Å)
1 S 0.12 -1.59 -0.49  C4 1.687, C6 1.738
2 O -0.69 1.86 0.71  N3 1.260
3 N -0.62 0.66 0.34  O2 1.260, C4 1.384, C7 1.395
4 C 0.51 0.02 -0.15  S1 1.687, N3 1.384, C5 1.510
5 C 1.91 0.56 -0.26  C4 1.510, H9 1.075, H11 1.029, H12 1.074
6 C -1.54 -1.42 -0.01  S1 1.738, C7 1.343, H10 1.022
7 C -1.75 -0.15 0.38  N3 1.395, C6 1.343, H8 1.144
8 H -2.63 0.29 0.96  C7 1.144
9 H 2.39 0.17 -1.14  C5 1.075
10 H -2.13 -2.15 -0.40  C6 1.022
11 H 2.57 0.10 0.38  C5 1.029
12 H 1.86 1.63 -0.34  C5 1.074

Results
total charge	0
ΔE to the lowest compared entry with this formula, charge and spin	227.5	kJ/mol
E_HOMO (alpha / beta)	-0.19849 / -0.34415	Ha
2S+1	3
E_tot	-683.40520	hartree
largest force on an atom	0.0715	Eh/bohr
LUMO level (alpha / beta)	0.8 / -1.6	eV

No. 7
Computed, not measured: a single C4H5NOS2 molecule in a non-equilibrium geometry, with the ωB97M-V functional and the def2-TZVPD basis.

Each atom is followed by the atoms it is bonded to, with distances in Å.
Element x y z (Å)
1 S 0.31 1.22 -0.15  C5 1.770, C6 1.804
2 S 1.28 -0.20 2.22  C5 1.673
3 O -0.46 0.63 -2.73  N4 1.285, H9 0.885
4 N -1.55 0.64 -2.05  O3 1.285, C6 1.328
5 C 0.57 -0.31 0.70  S1 1.770, S2 1.673, C8 1.477
6 C -1.35 0.89 -0.77  S1 1.804, N4 1.328, H10 1.094
7 C -0.36 -2.52 0.72  C8 1.326, H11 1.124, H13 1.178
8 C -0.13 -1.41 0.02  C5 1.477, C7 1.326, H12 1.032
9 H 0.17 0.84 -2.14  O3 0.885
10 H -2.10 0.74 0.01  C6 1.094
11 H -0.33 -2.53 1.84  C7 1.124
12 H -0.44 -1.30 -0.96  C8 1.032
13 H -0.65 -3.56 0.26  C7 1.178

Results
total charge	0
ΔE to the lowest compared entry with this formula, charge and spin	432.3	kJ/mol
E_HOMO	-0.33346	Ha
E_tot	-1081.62860	hartree
largest force on an atom	0.1285	Eh/bohr
LUMO level	-1.4	eV

No. 8
Computed, not measured: a single C4H5NS molecule in a non-equilibrium geometry, with the ωB97M-V functional and the def2-TZVPD basis.

Each atom is followed by the atoms it is bonded to, with distances in Å.
Element x y z (Å)
1 S -4.62 0.68 -0.01  C3 1.519
2 N -2.15 -0.64 0.25  C3 1.303, C5 1.361
3 C -3.25 0.04 0.11  S1 1.519, N2 1.303
4 C -0.29 1.00 -0.07  C5 1.565, H7 1.140, H8 1.110, H9 1.126
5 C -0.84 -0.46 -0.07  N2 1.361, C4 1.565, C6 1.374
6 C -0.01 -1.53 -0.31  C5 1.374, H10 1.081, H11 1.129
7 H -0.73 1.42 -1.04  C4 1.140
8 H 0.80 0.83 -0.08  C4 1.110
9 H -0.72 1.48 0.86  C4 1.126
10 H -0.21 -2.59 -0.30  C6 1.081
11 H 1.09 -1.67 -0.52  C6 1.129

Results
total charge	0
ΔE to the lowest compared entry with this formula, charge and spin	174.3	kJ/mol
E_HOMO	-0.31336	Ha
E_tot	-608.28427	hartree
largest force on an atom	0.1671	Eh/bohr
LUMO level	0.3	eV

No. 9
Computed, not measured: a single C4H5NS2 molecule in a non-equilibrium geometry, with the ωB97M-V functional and the def2-TZVPD basis.

Each atom is followed by the atoms it is bonded to, with distances in Å.
Element x y z (Å)
1 S -1.08 -1.65 -0.43  C6 1.867, H10 1.334
2 S 1.85 0.41 -2.22  C5 1.620
3 N 2.19 -1.16 1.17  C7 1.162
4 C -0.55 0.85 0.75  C6 1.556, H9 1.106, H11 1.098, H12 1.093
5 C 0.39 0.30 -1.53  S2 1.620, C6 1.495, H8 1.096
6 C 0.10 -0.23 -0.16  S1 1.867, C4 1.556, C5 1.495, C7 1.487
7 C 1.28 -0.76 0.58  N3 1.162, C6 1.487
8 H -0.52 0.72 -1.99  C5 1.096
9 H -0.90 0.38 1.69  C4 1.106
10 H -1.40 -1.82 0.85  S1 1.334
11 H 0.10 1.71 0.95  C4 1.098
12 H -1.47 1.25 0.32  C4 1.093

Results
total charge	0
ΔE to the lowest compared entry with this formula, charge and spin	145.6	kJ/mol
E_HOMO	-0.34715	Ha
E_tot	-1006.49806	hartree
largest force on an atom	0.0335	Eh/bohr
LUMO level	-1.0	eV

No. 10
Computed, not measured: a single C4H5NS2 molecule in a non-equilibrium geometry, with the ωB97M-V functional and the def2-TZVPD basis.

Each atom is followed by the atoms it is bonded to, with distances in Å.
Element x y z (Å)
1 S 0.63 -2.27 1.86  C5 1.602
2 S 2.95 0.07 1.27  C4 1.634
3 N 0.35 -0.01 0.35  C4 1.399, C5 1.384, C7 1.452
4 C 1.65 0.51 0.38  S2 1.634, N3 1.399, H10 1.084
5 C -0.11 -1.13 1.02  S1 1.602, N3 1.384, H8 1.078
6 C -1.55 0.22 -1.22  C7 1.321, H9 1.100, H11 1.077
7 C -0.49 0.70 -0.60  N3 1.452, C6 1.321, H12 1.075
8 H -1.18 -1.14 0.89  C5 1.078
9 H -1.83 -0.83 -1.05  C6 1.100
10 H 1.81 1.37 -0.25  C4 1.084
11 H -2.12 0.79 -1.94  C6 1.077
12 H -0.11 1.70 -0.71  C7 1.075

Results
total charge	0
ΔE to the lowest compared entry with this formula, charge and spin	189.5	kJ/mol
E_HOMO	-0.29693	Ha
E_tot	-1006.48132	hartree
largest force on an atom	0.0283	Eh/bohr
LUMO level	-0.7	eV